# 1
# C14H25ClIN2OP2Zr

A molecular structure, C14H25ClIN2OP2Zr (the ωB97M-V functional and the def2-TZVPD basis, the OMol25 dataset).

The value obtained for the energy above the lowest of the compared OMol25 structures with the same formula, charge and spin is 0.0 kcal per mole. The value obtained for the HOMO energy is -18.41 eV. The gap between HOMO and LUMO comes out at 7.9002 eV. For the maximum force, the calculation gives 6.88 eV/A. Its total charge is +3. The LUMO energy comes out at -10.51 eV.

Structure (XYZ):
```
47
C14H25ClIN2OP2Zr | the OMol25 dataset | the ωB97M-V functional and the def2-TZVPD basis
C -3.341 -5.326 -1.766
C -3.309 -4.959 -0.393
H -3.942 -6.250 -1.908
H -2.292 -5.484 -2.091
H -3.783 -4.477 -2.325
O -3.444 -4.890 0.766
I -1.459 -2.316 -0.699
Zr -0.116 -0.319 -0.634
P -2.209 1.314 -0.491
C -2.695 2.289 0.964
C -1.941 2.607 -1.751
H -2.897 3.110 -1.951
H -4.482 1.371 -1.315
H -1.549 2.155 -2.671
H -3.639 -0.130 -1.822
H -1.844 2.879 1.324
H -1.207 3.336 -1.383
C -3.797 0.573 -0.996
H -3.525 2.961 0.702
H -4.233 0.027 -0.150
H -3.015 1.608 1.763
P 2.071 -1.590 0.184
C 2.821 -1.458 1.834
C 2.053 -3.394 -0.079
H 3.074 -0.976 -1.940
H 4.261 -1.741 -0.821
H 3.758 -0.030 -0.596
C 3.427 -1.031 -0.902
H 1.531 -3.634 -1.012
H 3.087 -3.762 -0.127
H 3.778 -2.000 1.853
H 2.139 -1.894 2.576
H 1.526 -3.881 0.751
H 2.990 -0.405 2.089
Cl 0.515 0.091 -2.872
N 3.428 5.680 2.741
C 2.876 4.759 2.270
C 2.199 3.627 1.677
C 2.261 3.412 0.302
C 1.606 2.321 -0.248
N 0.902 1.450 0.519
C 0.838 1.653 1.860
C 1.474 2.729 2.462
H 2.816 4.090 -0.347
H 1.627 2.114 -1.322
H 0.260 0.925 2.437
H 1.404 2.865 3.540
```

=====

# 2
# C14H25ClINOPPr

A molecular structure, C14H25ClINOPPr (the ωB97M-V functional and the def2-TZVPD basis, the OMol25 dataset).

The value obtained for the energy above the lowest of the compared OMol25 structures with the same formula, charge and spin is 26.9 kcal per mole. The value obtained for the HOMO energy (spin up / spin down) is -14.36 / -14.40 eV. The gap between HOMO and LUMO (spin up / spin down) comes out at 6.0252 / 6.0868 eV. For the maximum force, the calculation gives 4.95 eV/A. Its total charge is +2. The expectation value of S² is 2.0049. The LUMO energy (spin up / spin down) comes out at -8.34 / -8.31 eV. The multiplicity is 3.

Structure (XYZ):
```
45
C14H25ClINOPPr | the OMol25 dataset | the ωB97M-V functional and the def2-TZVPD basis
C 0.154 -1.780 -1.507
I 0.008 3.532 -0.942
H -0.957 -1.869 -1.424
H 0.542 -2.026 -0.483
H 0.511 -2.561 -2.224
Pr -1.468 0.895 -0.696
P -0.517 0.580 -3.553
C 0.914 1.137 -4.481
C -1.138 -0.857 -4.486
H -2.778 1.583 -3.662
H -1.816 1.755 -5.161
H -1.505 2.850 -3.774
C -1.789 1.832 -4.067
H -2.080 -1.214 -4.045
H -1.331 -0.502 -5.509
H 0.588 1.308 -5.513
H 1.688 0.364 -4.468
H -0.405 -1.668 -4.527
H 1.305 2.066 -4.056
C 0.569 -0.407 -1.966
O 1.616 0.129 -1.579
Cl -3.734 0.036 -1.545
C 1.438 -2.064 2.430
N 1.951 -0.815 3.071
C 3.435 -0.800 3.196
C 1.414 0.458 2.408
C -0.061 0.589 2.685
C -0.423 0.875 4.011
C -1.767 0.867 4.386
C -2.776 0.637 3.456
C -2.415 0.364 2.107
C -1.075 0.368 1.765
H 1.868 -2.122 1.422
H 0.342 -2.029 2.414
H 1.792 -2.903 3.044
H 1.574 -0.805 4.029
H 3.861 -0.818 2.187
H 3.720 0.124 3.714
H 3.747 -1.684 3.766
H 1.994 1.270 2.876
H 1.647 0.402 1.339
H 0.355 1.067 4.756
H -1.995 1.062 5.437
H -3.812 0.621 3.807
H -3.191 0.156 1.360
```

=====

# 3
# C14H25ClN2NaO7

A molecular structure, C14H25ClN2NaO7 (the ωB97M-V functional and the def2-TZVPD basis, the OMol25 dataset).

The value obtained for the HOMO energy is -3.72 eV. The gap between HOMO and LUMO comes out at 3.7406 eV. For the maximum force, the calculation gives 1.75 eV/A. Its total charge is -1. The LUMO energy comes out at 0.02 eV.

Structure (XYZ):
```
50
C14H25ClN2NaO7 | the OMol25 dataset | the ωB97M-V functional and the def2-TZVPD basis
C 1.982 -2.953 0.760
C 2.095 -1.444 0.913
O 2.652 -0.965 2.108
C 3.760 -0.124 1.751
C 3.256 1.319 1.399
O 3.935 1.830 0.234
C 3.298 1.193 -0.888
C 1.924 1.796 -1.325
O 1.193 0.753 -1.946
C 0.188 0.314 -1.035
C -1.224 0.521 -1.581
C -1.444 -0.696 -2.583
O -2.623 -1.017 -2.822
O -0.436 -1.324 -3.000
C -1.231 1.860 -2.384
O -0.832 2.906 -1.776
O -1.580 1.812 -3.551
N -2.323 0.417 -0.612
C -2.626 1.642 0.112
N -1.591 2.226 0.945
C -2.222 -0.724 0.244
C -3.620 -1.373 0.429
C -4.246 -1.110 1.803
Cl -5.829 -0.268 1.728
H 1.860 -3.118 -0.324
H 1.115 -3.309 1.332
H 2.914 -3.418 1.055
H 2.693 -1.126 0.080
H 1.124 -1.012 0.839
H 4.419 -0.078 2.612
H 4.336 -0.549 0.934
H 3.486 1.993 2.218
H 2.184 1.329 1.230
H 3.121 0.152 -0.690
H 3.963 1.229 -1.745
H 1.370 2.280 -0.528
H 2.118 2.570 -2.061
H 0.327 -0.752 -0.916
H 0.362 0.772 -0.061
H -3.009 2.407 -0.544
H -3.455 1.398 0.781
H -1.063 1.533 1.455
H -0.960 2.786 0.383
H -1.518 -1.454 -0.118
H -1.900 -0.459 1.271
H -3.614 -2.441 0.218
H -4.260 -0.923 -0.316
H -3.616 -0.510 2.447
H -4.419 -2.055 2.305
Na -0.035 -3.836 -0.779
```

=====

# 4
# C14H25ClN3O3PW

A molecular structure, C14H25ClN3O3PW (the ωB97M-V functional and the def2-TZVPD basis, the OMol25 dataset).

The value obtained for the HOMO energy (spin up / spin down) is -14.50 / -14.55 eV. The gap between HOMO and LUMO (spin up / spin down) comes out at 4.3210 / 4.0575 eV. For the maximum force, the calculation gives 9.03 eV/A. Its total charge is +2. The expectation value of S² is 2.0420. The LUMO energy (spin up / spin down) comes out at -10.18 / -10.49 eV. The multiplicity is 3.

Structure (XYZ):
```
48
C14H25ClN3O3PW | the OMol25 dataset | the ωB97M-V functional and the def2-TZVPD basis
Cl -2.790 0.885 -1.250
C 0.638 -1.797 -1.770
C 1.712 -1.043 -1.170
C 1.572 0.322 -1.567
H 2.533 -1.449 -0.582
C 0.426 0.441 -2.424
C -0.165 -0.882 -2.541
H -0.963 -1.151 -3.234
H 0.497 -2.870 -1.700
H 2.246 1.148 -1.326
C -0.066 1.713 -3.000
W -0.239 -0.289 -0.478
C 0.017 -1.380 1.183
C -2.337 -0.458 -0.014
O 0.232 -2.014 2.157
O -3.057 -1.052 0.729
H 0.307 2.563 -2.417
H -1.161 1.787 -3.018
H 0.280 1.801 -4.034
C -1.889 0.085 3.665
N -0.601 0.704 3.972
C 0.033 0.220 5.188
P 0.087 1.827 2.960
O -0.454 1.708 1.578
N -0.299 3.380 3.573
C 0.146 4.475 2.698
C -1.723 3.540 3.912
N 1.735 1.790 3.139
C 2.390 2.450 4.271
C 2.528 0.753 2.484
H -2.610 0.297 4.477
H -1.758 -1.005 3.577
H -2.280 0.459 2.705
H 1.062 -0.121 4.983
H 0.062 0.997 5.965
H -0.555 -0.637 5.558
H -0.349 4.424 1.721
H -0.144 5.410 3.186
H 1.232 4.460 2.576
H -2.376 3.303 3.055
H -1.982 2.902 4.770
H -1.877 4.592 4.184
H 2.481 1.795 5.150
H 3.400 2.710 3.928
H 1.839 3.362 4.532
H 2.383 -0.243 2.941
H 2.272 0.703 1.413
H 3.592 1.034 2.590
```

=====

# 5
# C14H25CoN4O6S

A molecular structure, C14H25CoN4O6S (the ωB97M-V functional and the def2-TZVPD basis, the OMol25 dataset).

The value obtained for the energy above the lowest of the compared OMol25 structures with the same formula, charge and spin is 0.0 kcal per mole. The value obtained for the HOMO energy (spin up / spin down) is -4.29 / -4.83 eV. The gap between HOMO and LUMO (spin up / spin down) comes out at 6.9609 / 7.4943 eV. For the maximum force, the calculation gives 0.60 eV/A. Its total charge is -1. The expectation value of S² is 0.7639. The LUMO energy (spin up / spin down) comes out at 2.67 / 2.66 eV. The multiplicity is 2.

Structure (XYZ):
```
51
C14H25CoN4O6S | the OMol25 dataset | the ωB97M-V functional and the def2-TZVPD basis
Co -0.036 -0.566 0.376
C 0.242 0.854 2.861
C 1.557 0.027 2.885
N 1.876 -0.657 1.625
C 2.929 -0.098 0.786
C 2.498 0.003 -0.680
N 1.128 0.521 -0.824
C 0.978 1.966 -0.589
C 0.785 2.266 0.897
N -0.080 1.262 1.501
H -0.596 0.254 3.211
H 0.370 1.711 3.540
H 2.406 0.667 3.157
H 1.461 -0.721 3.672
H 1.920 -1.657 1.743
H 3.178 0.892 1.169
H 3.858 -0.680 0.831
H 3.218 0.623 -1.231
H 2.495 -0.987 -1.135
H 0.778 0.236 -1.740
H 1.839 2.518 -0.988
H 0.094 2.293 -1.136
H 1.734 2.266 1.431
H 0.373 3.278 1.003
H -1.069 1.461 1.381
C -0.916 -3.962 -1.832
O -0.463 -3.164 -0.745
C -0.087 -1.894 -1.017
O 0.051 -1.574 -2.211
H -1.602 -4.688 -1.401
H -0.082 -4.480 -2.314
H -1.425 -3.357 -2.580
O -2.758 -0.331 2.756
S -2.386 -1.184 1.627
O -3.267 -2.313 1.422
O -2.255 -0.337 0.371
O -0.931 -1.639 1.797
N -1.993 0.962 -1.996
C -2.144 2.082 -2.741
C -1.313 2.334 -3.848
C -1.451 3.494 -4.589
C -2.409 4.445 -4.263
C -3.234 4.201 -3.170
C -3.115 3.047 -2.418
H -2.537 0.728 -1.173
H -1.335 0.250 -2.275
H -0.568 1.594 -4.119
H -0.796 3.654 -5.438
H -2.512 5.351 -4.845
H -3.993 4.926 -2.897
H -3.768 2.872 -1.572
```

=====

# 6
# C14H25FGaO9

A molecular structure, C14H25FGaO9 (the ωB97M-V functional and the def2-TZVPD basis, the OMol25 dataset).

The value obtained for the HOMO energy is -4.28 eV. The gap between HOMO and LUMO comes out at 5.9597 eV. For the maximum force, the calculation gives 0.65 eV/A. Its total charge is -1. The LUMO energy comes out at 1.67 eV.

Structure (XYZ):
```
50
C14H25FGaO9 | the OMol25 dataset | the ωB97M-V functional and the def2-TZVPD basis
C -6.115 -1.736 1.042
C -4.629 -2.090 1.100
C -3.672 -0.969 0.672
Ga -3.722 0.814 1.688
C -3.299 2.336 0.347
C -4.517 2.717 -0.452
F -4.873 1.711 -1.364
H -6.700 -2.361 1.721
H -6.524 -1.889 0.040
H -6.281 -0.696 1.314
H -4.476 -2.970 0.463
H -4.375 -2.385 2.122
H -2.651 -1.337 0.832
H -3.761 -0.800 -0.406
H -2.665 0.759 2.914
H -5.184 1.203 2.284
H -2.516 2.003 -0.339
H -2.959 3.224 0.882
H -4.383 3.620 -1.062
H -5.380 2.863 0.202
C 1.337 2.476 -0.625
C 2.101 1.395 -1.368
O 1.722 0.215 -0.653
C 0.532 0.453 -0.025
O -0.110 -0.382 0.517
O 0.215 1.756 -0.111
H 0.991 3.288 -1.258
H 1.904 2.884 0.214
H 1.779 1.298 -2.406
H 3.179 1.521 -1.329
C -0.148 -3.882 0.259
C 1.106 -3.155 -0.178
O 2.138 -4.105 0.151
C 1.591 -5.337 0.191
O 2.212 -6.350 0.269
O 0.247 -5.263 0.127
H -1.014 -3.684 -0.364
H -0.401 -3.686 1.300
H 1.133 -2.976 -1.254
H 1.263 -2.223 0.348
C 7.641 2.130 -0.495
C 6.356 1.330 -0.373
O 5.374 2.279 -0.807
C 5.975 3.207 -1.589
O 5.403 4.022 -2.231
O 7.320 3.066 -1.530
H 8.500 1.538 -0.793
H 7.874 2.684 0.416
H 6.332 0.471 -1.045
H 6.129 1.009 0.639
```

=====

# 7
# C14H25FO21S5Si

A molecular structure, C14H25FO21S5Si (the ωB97M-V functional and the def2-TZVPD basis, the OMol25 dataset).

The value obtained for the HOMO energy is -9.50 eV. The gap between HOMO and LUMO comes out at 9.3812 eV. For the maximum force, the calculation gives 8.37 eV/A. The LUMO energy comes out at -0.12 eV.

Structure (XYZ):
```
67
C14H25FO21S5Si | the OMol25 dataset | the ωB97M-V functional and the def2-TZVPD basis
C 2.043 -4.179 0.092
C 2.771 -3.191 0.022
Si 3.689 -1.535 -0.279
C 2.529 -0.116 0.353
C 2.749 -0.030 1.918
O 3.308 0.872 2.469
F 2.235 -1.083 2.702
H 1.116 -4.817 0.108
H 4.869 -1.566 0.582
H 3.965 -1.356 -1.702
H 1.451 -0.417 0.197
H 2.829 0.829 -0.186
C 2.436 5.131 -1.032
C 3.329 4.238 -0.187
O 3.895 3.305 -1.108
S 4.084 4.038 -2.555
O 5.438 4.488 -2.658
O 3.474 3.244 -3.555
O 3.144 5.319 -2.263
H 1.489 4.640 -1.256
H 2.243 6.091 -0.554
H 2.777 3.719 0.596
H 4.146 4.809 0.263
C -1.108 -1.570 3.002
C -1.279 -2.750 3.940
O -2.593 -3.245 3.671
S -2.940 -3.004 2.110
O -2.677 -4.215 1.400
O -4.183 -2.319 2.026
O -1.749 -1.961 1.785
H -1.617 -0.682 3.386
H -0.059 -1.336 2.822
H -1.180 -2.467 4.987
H -0.564 -3.544 3.710
C -3.815 -7.090 1.351
C -2.368 -7.460 1.618
O -2.410 -8.824 2.042
S -3.631 -9.576 1.290
O -3.106 -10.268 0.161
O -4.441 -10.210 2.273
O -4.398 -8.254 0.759
H -4.347 -6.878 2.282
H -3.904 -6.237 0.681
H -1.914 -6.833 2.383
H -1.771 -7.407 0.704
C 0.364 -0.312 -4.052
C -0.896 0.466 -3.695
O -0.441 1.759 -3.328
S 0.885 2.115 -4.191
O 0.494 2.912 -5.305
O 1.901 2.494 -3.290
O 1.202 0.615 -4.726
H 0.886 -0.653 -3.153
H 0.148 -1.167 -4.693
H -1.449 0.008 -2.875
H -1.553 0.570 -4.563
C -1.579 7.402 -0.637
C -2.424 7.213 0.610
O -1.922 6.021 1.218
S -0.338 5.901 0.919
O 0.372 6.402 2.047
O -0.084 4.617 0.356
O -0.259 7.007 -0.258
H -1.913 6.744 -1.444
H -1.584 8.433 -0.987
H -3.484 7.113 0.383
H -2.280 8.038 1.314
```

=====

# 8
# C14H25MoN4O4S3

A molecular structure, C14H25MoN4O4S3 (the ωB97M-V functional and the def2-TZVPD basis, the OMol25 dataset).

The value obtained for the energy above the lowest of the compared OMol25 structures with the same formula, charge and spin is 5.8 kcal per mole. The value obtained for the HOMO energy is -10.81 eV. The gap between HOMO and LUMO comes out at 8.1620 eV. For the maximum force, the calculation gives 1.47 eV/A. Its total charge is +1. The LUMO energy comes out at -2.64 eV.

Structure (XYZ):
```
51
C14H25MoN4O4S3 | the OMol25 dataset | the ωB97M-V functional and the def2-TZVPD basis
Mo 0.313 -0.274 -0.320
C -2.193 -2.056 -1.300
C -0.922 -2.843 -1.549
N 0.076 -2.516 -0.501
C -0.138 -3.205 0.800
C -1.170 -2.542 1.699
S -1.048 -0.707 1.722
C -2.743 -0.266 1.219
C -2.821 0.096 -0.254
N -1.829 -0.647 -1.065
H -2.742 -2.440 -0.443
H -2.857 -2.135 -2.163
H -0.487 -2.548 -2.503
H -1.121 -3.917 -1.568
H 0.966 -2.845 -0.859
H 0.821 -3.210 1.313
H -0.420 -4.248 0.632
H -1.020 -2.888 2.720
H -2.185 -2.809 1.421
H -3.034 0.587 1.829
H -3.374 -1.107 1.501
H -2.592 1.150 -0.383
H -3.830 -0.088 -0.632
H -1.832 -0.171 -1.977
C 2.545 -0.496 -0.808
C 2.406 -1.195 0.399
C 1.928 -0.284 1.384
C 1.841 0.994 0.809
C 2.206 0.862 -0.568
H 2.813 -0.905 -1.768
H 2.567 -2.246 0.576
H 1.716 -0.513 2.416
H 1.461 1.865 1.319
H 2.160 1.648 -1.304
S -1.127 2.545 2.342
C -0.649 4.104 2.726
N -0.725 5.165 1.909
C -0.154 6.374 2.488
C 0.032 5.963 3.963
N -0.123 4.512 3.896
H -0.967 5.046 0.941
H -0.832 7.219 2.383
H 0.795 6.629 2.014
H -0.728 6.410 4.606
H 1.014 6.236 4.342
H -0.169 3.913 4.700
O 0.409 -0.031 -2.389
S -0.214 1.397 -2.483
O 0.715 2.355 -2.986
O -0.452 1.582 -0.953
O -1.486 1.274 -3.155
```

=====

Q: Among the records above, which one has the highest maximum force?
A: C14H25ClN3O3PW